The following is a quantum chemistry calculation of a 4-piece molecular cluster, C3H12O4 overall in a non-equilibrium geometry, from the OMol25 dataset.

Atoms and positions in Å:
O (-0.2815, -0.0617, 0.7742)
C (-0.4153, -1.2558, 0.8193)
C (-1.6469, -1.9540, 1.3235)
C (-1.6796, -3.4554, 0.9484)
H (0.3665, -1.9769, 0.5437)
H (-2.6308, -1.5311, 1.1466)
H (-1.6637, -1.8634, 2.4000)
H (-1.0153, -3.7574, 0.1438)
H (-2.6693, -3.7901, 0.6686)
H (-1.4907, -4.0243, 1.8560)
H (2.4219, 2.4577, -0.8294)
H (2.7123, 1.0270, -0.6093)
O (2.5410, 1.6484, -1.3293)
H (0.5950, 1.5656, -2.0048)
H (0.4373, 1.7971, -3.4722)
O (-0.0767, 1.5498, -2.6985)
H (0.4300, 1.8718, 1.4340)
H (0.6103, 2.5590, 0.0374)
O (0.7926, 2.6327, 0.9728)

HOMO level: -10.42 eV
charge: 0
LUMO: 0.0239 Eh
SMILES string: CCC=O.O.O.O
energy relative to the best compared isomer or geometry (same formula, charge and spin): 17.8 kcal/mol
F_max: 0.025 hartree/bohr
E: -11494.9905 eV

The following is a quantum chemistry calculation of a 25-piece molecular cluster, C61H184N38O25 overall in a non-equilibrium geometry, from the OMol25 dataset.

Atoms and positions in Å:
C (-3.9433, -6.8932, 9.6718)
O (-2.9200, -7.0079, 10.3052)
N (-4.3498, -5.7494, 9.1288)
N (-4.6691, -7.8949, 9.3523)
H (-5.1613, -5.8444, 8.5351)
H (-3.7464, -4.9653, 9.3319)
H (-5.3728, -7.8631, 8.6285)
H (-4.4695, -8.7974, 9.7592)
C (-2.5845, -3.1553, 10.1976)
O (-2.6976, -3.0664, 8.9871)
N (-3.3907, -2.7886, 11.1012)
N (-1.4828, -3.7422, 10.7281)
H (-4.2716, -2.4044, 10.7904)
H (-3.2549, -3.1039, 12.0510)
H (-0.9198, -4.0839, 9.9623)
H (-1.3965, -4.1398, 11.6525)
C (-5.0787, -16.0290, 13.2746)
O (-5.7423, -16.1089, 12.2403)
N (-5.3972, -16.3648, 14.4903)
N (-4.0242, -15.3090, 13.2397)
H (-4.6092, -16.2956, 15.1182)
H (-6.3498, -16.6529, 14.6626)
H (-3.3641, -15.1764, 13.9925)
H (-3.9272, -14.7569, 12.3995)
C (-7.0593, -11.1159, 10.1650)
O (-8.2836, -10.8861, 10.0515)
N (-6.5675, -11.8141, 11.1454)
N (-6.0980, -10.6259, 9.3953)
H (-7.1929, -12.2180, 11.8279)
H (-5.5790, -12.0089, 11.0761)
H (-5.1589, -10.8311, 9.7052)
H (-6.3547, -9.9370, 8.7027)
C (-0.9150, -13.9050, 14.8446)
O (-1.4565, -13.0982, 15.5630)
N (-1.0094, -15.2003, 15.1284)
N (-0.1956, -13.7341, 13.8075)
H (-1.6820, -15.5856, 15.7758)
H (-0.3840, -15.8151, 14.6274)
H (0.3621, -14.4925, 13.4415)
H (0.1583, -12.7908, 13.7358)
C (-8.8459, -6.9259, 14.8180)
O (-8.7781, -7.6586, 15.7529)
N (-9.7028, -6.9929, 13.8353)
N (-8.0666, -5.8973, 14.5912)
H (-10.3420, -7.7633, 13.7011)
H (-9.6343, -6.3767, 13.0380)
H (-7.2906, -5.8680, 15.2372)
H (-8.3534, -5.2812, 13.8441)
C (-4.5902, -14.2110, 9.4823)
O (-3.9368, -13.7584, 10.3337)
N (-5.4066, -15.2132, 9.5686)
N (-4.5170, -13.7962, 8.2606)
H (-6.0414, -15.4971, 8.8362)
H (-5.4629, -15.5381, 10.5233)
H (-3.8363, -13.0630, 8.1222)
H (-5.2449, -14.1255, 7.6427)
C (-2.7312, -10.6198, 11.0954)
O (-3.6069, -10.4293, 10.2401)
N (-2.4280, -9.7988, 12.0127)
N (-2.1109, -11.7871, 11.2446)
H (-1.8132, -10.0427, 12.7760)
H (-2.6767, -8.8231, 12.0913)
H (-2.4531, -12.5620, 10.6946)
H (-1.6163, -12.1295, 12.0559)
C (-3.5808, -16.0972, 17.5090)
O (-2.7160, -16.5039, 16.7718)
N (-4.5243, -16.7565, 17.9590)
N (-3.5617, -14.8576, 17.9566)
H (-4.5248, -17.7637, 17.8831)
H (-5.0811, -16.2781, 18.6527)
H (-2.9162, -14.2903, 17.4259)
H (-4.3518, -14.5550, 18.5082)
C (-0.1896, -7.3544, 8.1055)
O (0.5953, -7.2570, 7.1658)
N (-0.2173, -6.5668, 9.1307)
N (-1.1409, -8.2228, 8.3340)
H (-1.1551, -6.4666, 9.4921)
H (0.4687, -5.8275, 9.1854)
H (-1.6420, -8.1153, 9.2043)
H (-1.3044, -9.0236, 7.7406)
C (1.3332, -10.5089, 11.2160)
O (0.6958, -10.1358, 12.1607)
N (0.9004, -10.4246, 9.9949)
N (2.5030, -11.0555, 11.2787)
H (0.1739, -9.7514, 9.7974)
H (1.4434, -10.7558, 9.2103)
H (3.0767, -11.2666, 10.4746)
H (2.7254, -11.2495, 12.2446)
C (-9.8594, -11.0325, 15.7513)
O (-10.4588, -12.0882, 15.8661)
N (-10.2672, -9.8695, 16.1789)
N (-8.8429, -10.8943, 14.9978)
H (-9.6984, -9.0590, 15.9797)
H (-11.1305, -9.6837, 16.6692)
H (-8.5768, -9.9395, 14.8040)
H (-8.7181, -11.7117, 14.4178)
C (-7.6783, -11.7198, 19.7429)
O (-8.4359, -12.6244, 20.1554)
N (-6.5446, -11.4190, 20.3230)
N (-7.9289, -11.0328, 18.7112)
H (-5.9380, -10.7386, 19.8880)
H (-6.3335, -11.8233, 21.2242)
H (-8.8231, -11.1236, 18.2505)
H (-7.2710, -10.3734, 18.3208)
C (0.1735, -9.4151, 16.7320)
C (0.5878, -9.9959, 15.3988)
C (1.5045, -11.1923, 15.6335)
O (1.8836, -11.7919, 14.4189)
C (2.8516, -12.8361, 14.5668)
N (-0.5633, -10.2393, 14.6176)
H (0.8840, -8.8599, 17.3443)
H (-0.1713, -10.2454, 17.3483)
H (-0.6217, -8.6805, 16.6048)
H (1.1173, -9.3284, 14.7190)
H (1.0134, -11.8998, 16.3017)
H (2.3470, -10.7730, 16.1835)
H (2.4263, -13.7111, 15.0584)
H (3.6940, -12.5042, 15.1737)
H (3.1438, -13.1277, 13.5580)
H (-0.1068, -10.4456, 13.7406)
H (-0.9301, -11.1469, 14.8662)
C (-7.0005, -3.8250, 12.0288)
C (-8.1750, -4.4794, 11.3070)
C (-7.9242, -5.9573, 10.8946)
O (-8.8105, -6.2820, 9.7896)
C (-8.7439, -7.6976, 9.5452)
N (-9.3328, -4.3770, 12.2015)
H (-7.2366, -2.8257, 12.3947)
H (-6.1467, -3.6909, 11.3646)
H (-6.6895, -4.4687, 12.8517)
H (-8.2887, -4.0320, 10.3196)
H (-8.1680, -6.6031, 11.7382)
H (-6.8594, -6.0229, 10.6710)
H (-7.7312, -7.9005, 9.1969)
H (-9.4938, -7.9394, 8.7921)
H (-8.9811, -8.2691, 10.4426)
H (-10.1632, -4.5169, 11.6440)
H (-9.3574, -3.3974, 12.4461)
C (-4.7899, -12.4496, 15.4902)
C (-4.4232, -11.0655, 14.9476)
C (-5.5702, -10.1435, 14.4997)
O (-4.9866, -8.9732, 13.9662)
C (-5.7905, -8.2607, 13.0318)
N (-3.8316, -10.4250, 16.1471)
H (-5.5370, -12.3941, 16.2819)
H (-3.8762, -12.8576, 15.9224)
H (-5.1786, -13.1843, 14.7852)
H (-3.6599, -11.0463, 14.1698)
H (-6.3401, -9.7916, 15.1864)
H (-6.0346, -10.7356, 13.7112)
H (-6.3829, -8.9367, 12.4152)
H (-5.1608, -7.6566, 12.3786)
H (-6.4342, -7.5291, 13.5202)
H (-3.8615, -9.4509, 15.8819)
H (-2.8403, -10.6155, 16.1805)
C (-0.8152, -7.0222, 13.1654)
C (-1.6701, -6.4255, 14.2929)
C (-2.7426, -5.3994, 13.8579)
O (-2.0558, -4.2339, 13.4158)
C (-1.7105, -3.2717, 14.4469)
N (-2.3958, -7.5883, 14.7299)
H (-1.4245, -7.0638, 12.2626)
H (-0.4255, -8.0110, 13.4072)
H (0.0395, -6.3850, 12.9383)
H (-1.0395, -6.0081, 15.0778)
H (-3.4296, -5.1312, 14.6605)
H (-3.3611, -5.7766, 13.0435)
H (-1.0575, -3.5982, 15.2563)
H (-2.5857, -2.8113, 14.9054)
H (-1.1874, -2.4809, 13.9092)
H (-3.0518, -7.8823, 14.0204)
H (-1.7305, -8.3413, 14.8324)
C (-6.5675, -2.7817, 15.1775)
C (-6.3537, -2.9083, 16.6379)
C (-5.4499, -4.1159, 17.0081)
O (-6.0859, -5.3050, 16.6515)
C (-5.2740, -6.4092, 16.9655)
N (-5.6973, -1.6888, 17.1194)
H (-5.6544, -2.9453, 14.6052)
H (-6.9962, -1.8386, 14.8386)
H (-7.3683, -3.4388, 14.8383)
H (-7.3271, -3.0279, 17.1136)
H (-5.0746, -4.0638, 18.0301)
H (-4.5435, -4.0284, 16.4090)
H (-5.7495, -7.3760, 16.8004)
H (-4.9787, -6.3660, 18.0139)
H (-4.4418, -6.3149, 16.2680)
H (-4.7161, -1.7611, 16.8914)
H (-5.6413, -1.6078, 18.1246)
C (-12.6468, -11.5867, 11.3944)
C (-11.3899, -11.7041, 12.2257)
C (-10.4399, -12.8351, 11.8417)
O (-9.3290, -12.8404, 12.6803)
C (-8.4559, -13.9788, 12.4164)
N (-10.6694, -10.4047, 12.0762)
H (-13.2108, -10.6764, 11.5979)
H (-13.2411, -12.4608, 11.6605)
H (-12.4381, -11.5070, 10.3276)
H (-11.6478, -11.9066, 13.2652)
H (-10.0766, -12.6458, 10.8317)
H (-10.9905, -13.7753, 11.8090)
H (-7.6249, -14.0075, 13.1212)
H (-8.0863, -14.0288, 11.3922)
H (-8.9576, -14.9014, 12.7083)
H (-9.8552, -10.6569, 12.6180)
H (-10.2900, -10.5364, 11.1495)
C (-12.5386, -7.7137, 9.9776)
C (-11.8583, -7.0995, 11.1724)
C (-12.2604, -5.6001, 11.4870)
O (-11.5780, -4.7137, 10.5611)
C (-11.9792, -3.3692, 10.7392)
N (-12.2295, -7.9588, 12.2943)
H (-12.0568, -8.6508, 9.6990)
H (-12.3745, -7.0272, 9.1470)
H (-13.6031, -7.9473, 9.9631)
H (-10.7860, -7.2378, 11.0336)
H (-12.0030, -5.2662, 12.4922)
H (-13.3464, -5.5762, 11.3961)
H (-11.6863, -2.7896, 9.8637)
H (-11.4990, -2.9002, 11.5980)
H (-13.0657, -3.2816, 10.7286)
H (-11.8768, -8.8876, 12.1122)
H (-13.2249, -7.9699, 12.4654)
C (-3.0658, -11.7541, 19.3938)
C (-3.2534, -10.3603, 19.9485)
C (-1.9737, -9.4642, 20.0172)
O (-0.8874, -10.0395, 20.7765)
C (0.3191, -9.4065, 20.6889)
N (-4.3962, -9.6800, 19.1958)
H (-2.4663, -12.2956, 20.1256)
H (-2.5389, -11.7609, 18.4396)
H (-4.0750, -12.1475, 19.2718)
H (-3.6391, -10.6177, 20.9350)
H (-2.2469, -8.4181, 20.1556)
H (-1.6308, -9.3937, 18.9850)
H (0.5860, -9.3117, 19.6363)
H (1.0712, -9.9842, 21.2261)
H (0.2464, -8.3957, 21.0903)
H (-4.4633, -8.7637, 19.6154)
H (-4.1163, -9.5608, 18.2327)
C (-6.0706, -17.1400, 21.0742)
C (-6.3228, -15.5932, 21.1408)
C (-5.3291, -14.9424, 22.1170)
O (-5.6420, -13.5751, 22.1868)
C (-4.4737, -12.7932, 22.5539)
N (-6.1253, -15.1171, 19.7842)
H (-6.0369, -17.4481, 22.1192)
H (-5.1762, -17.5591, 20.6134)
H (-6.8992, -17.5787, 20.5183)
H (-7.3423, -15.4018, 21.4755)
H (-4.3525, -15.2383, 21.7338)
H (-5.5124, -15.3400, 23.1152)
H (-4.7716, -11.7472, 22.4817)
H (-3.7044, -12.8510, 21.7839)
H (-4.0613, -12.8145, 23.5627)
H (-6.0288, -14.1255, 19.9498)
H (-7.0342, -15.2281, 19.3581)
C (-7.9044, -14.2279, 16.5940)
C (-8.9079, -15.2295, 17.2486)
C (-8.6589, -16.7269, 16.9643)
O (-8.5267, -16.9442, 15.5771)
C (-9.7018, -17.2524, 14.8206)
N (-8.8810, -15.0312, 18.7098)
H (-6.8817, -14.5297, 16.8200)
H (-8.1174, -13.2321, 16.9826)
H (-7.9371, -14.3187, 15.5082)
H (-9.9107, -15.0207, 16.8759)
H (-9.4011, -17.3979, 17.3969)
H (-7.7552, -17.0132, 17.5022)
H (-10.2248, -18.1203, 15.2224)
H (-9.2535, -17.5907, 13.8864)
H (-10.4180, -16.4552, 14.6220)
H (-9.7384, -15.4085, 19.0874)
H (-8.9507, -14.0481, 18.9304)
C (-9.0933, -7.4172, 19.1859)
C (-9.5317, -5.9866, 19.1496)
C (-8.3703, -5.0122, 19.5770)
O (-7.7835, -5.2245, 20.8899)
C (-7.3656, -3.9977, 21.4396)
N (-10.0037, -5.6485, 17.8717)
H (-9.9461, -8.0008, 18.8388)
H (-8.7956, -7.8505, 20.1407)
H (-8.2362, -7.4581, 18.5137)
H (-10.3573, -5.8250, 19.8426)
H (-8.8174, -4.0307, 19.4196)
H (-7.5659, -5.0960, 18.8462)
H (-6.6991, -3.3446, 20.8763)
H (-6.9669, -4.1382, 22.4443)
H (-8.2993, -3.4362, 21.4691)
H (-9.1346, -5.3185, 17.4772)
H (-10.0972, -6.5125, 17.3571)
C (5.1653, -13.8194, 17.7232)
C (4.3742, -14.6270, 18.8265)
C (2.8552, -14.8384, 18.5739)
O (2.2107, -13.6209, 18.5413)
C (0.9018, -13.7993, 18.0226)
N (4.8340, -15.9921, 18.8744)
H (6.2004, -13.6696, 18.0301)
H (4.6098, -12.8864, 17.6281)
H (5.1058, -14.3663, 16.7822)
H (4.5559, -14.2297, 19.8252)
H (2.3426, -15.4747, 19.2953)
H (2.7635, -15.2303, 17.5609)
H (0.3655, -12.8533, 18.0962)
H (0.2977, -14.4341, 18.6709)
H (1.0041, -14.1742, 17.0043)
H (5.8161, -15.9928, 18.6388)
H (4.4018, -16.5764, 18.1731)

HOMO level: -8.60 eV
charge: 0
LUMO: 0.0033 Eh
energy relative to the best compared isomer or geometry (same formula, charge and spin): 106.5 kcal/mol
F_max: 0.151 hartree/bohr
E: -174056.0624 eV

The following is a quantum chemistry calculation of C18H40CrN5OP3 as an isolated structure in a non-equilibrium geometry, from the OMol25 dataset.

Atoms and positions in Å:
Cr (-0.7877, 1.5176, 0.2473)
P (-2.0691, -0.5440, 0.0947)
P (0.8432, 0.3491, 1.4936)
P (1.4104, -2.1625, -3.1917)
H (-0.8573, 4.0955, -0.7599)
C (-0.8798, 3.0654, -1.1490)
C (-2.1650, 2.3289, -1.0795)
H (-3.0161, 2.8217, -0.5871)
C (-3.5566, 0.1571, 0.8816)
C (-1.7260, -2.0208, 1.1197)
C (-2.6393, -1.3266, -1.4521)
C (2.2917, 1.3881, 1.7722)
C (0.0203, 0.2733, 3.1203)
C (1.5053, -1.3130, 1.1832)
C (2.0554, -2.4985, -4.8215)
C (1.4578, -3.6752, -2.2316)
C (2.3097, -0.8133, -2.4314)
H (-0.2364, 2.9095, -2.0207)
H (-2.5023, 1.7011, -1.9206)
H (-4.1679, 0.6532, 0.1165)
H (-3.2725, 0.9096, 1.6402)
H (-4.1288, -0.6504, 1.3520)
H (-1.3970, -1.7410, 2.1276)
H (-0.9454, -2.6404, 0.6579)
H (-2.6358, -2.6298, 1.2134)
H (-2.8947, -0.5778, -2.2104)
H (-3.5123, -1.9736, -1.2700)
H (-1.8317, -1.9423, -1.8735)
H (2.9268, 0.9851, 2.5724)
H (1.9624, 2.4017, 2.0365)
H (2.8644, 1.4448, 0.8365)
H (0.6342, 0.8385, 3.8345)
H (-0.0774, -0.7643, 3.4594)
H (-0.9749, 0.7436, 3.1046)
H (2.6036, -1.2996, 1.2156)
H (1.1899, -1.6610, 0.1913)
H (1.1391, -2.0296, 1.9269)
H (2.0948, -3.5845, -4.9693)
H (3.0585, -2.0661, -4.9196)
H (1.3814, -2.0526, -5.5622)
H (1.5112, -4.5269, -2.9274)
H (0.5387, -3.7606, -1.6300)
H (2.3410, -3.6871, -1.5701)
H (3.2352, -0.6248, -2.9988)
H (2.5583, -1.0336, -1.3824)
H (1.6998, 0.0996, -2.4638)
C (-0.5187, 0.3177, -4.9451)
C (0.1923, 1.3676, -4.2564)
C (1.1499, 2.1126, -4.9052)
C (1.3806, 1.9271, -6.2731)
C (0.5592, 1.0655, -7.0100)
C (-0.4337, 0.3378, -6.3822)
O (-1.0692, -0.6284, -4.2635)
H (0.0596, -1.7746, -3.4235)
H (0.0140, 1.4438, -3.1854)
H (1.7310, 2.8450, -4.3381)
H (2.1931, 2.4611, -6.7728)
H (0.6785, 0.9835, -8.0954)
H (-1.1079, -0.3170, -6.9245)
N (-3.5470, 3.7293, 4.0521)
N (-2.3146, 3.6088, 3.4213)
N (-1.7063, 4.7567, 2.9982)
C (-0.9573, 4.2931, 1.9959)
N (-1.1805, 2.9943, 1.7142)
N (-2.1184, 2.5627, 2.6094)
H (-3.7513, 2.8668, 4.5441)
H (-3.5686, 4.5526, 4.6396)
H (-0.2932, 4.9492, 1.4493)

HOMO level (alpha / beta): -16.31 / -17.30 eV
charge: +3
LUMO (alpha / beta): -0.3853 / -0.3527 Eh
energy relative to the best compared isomer or geometry (same formula, charge and spin): 0.0 kcal/mol
spin multiplicity: 4
F_max: 0.065 hartree/bohr
E: -85070.5868 eV

Q: Which formula does entry 3 have?
A: C18H40CrN5OP3

Q: Look up the F_max of the second one.
A: 0.151 hartree/bohr